{
  "formula": "C3H11N3O",
  "method": "ωB97M-V/def2-TZVPD",
  "species": ["N", "C", "O", "H", "H", "H", "N", "C", "C", "N", "H", "H", "H", "H", "H", "H", "H", "H"],
  "positions_angstrom": [[-1.2482, 0.3407, -2.9124], [-0.5170, 1.1638, -2.1140], [-0.9764, 2.0799, -1.4823], [-2.2387, 0.4817, -2.9018], [-0.9164, -0.5815, -3.1309], [0.5589, 0.9423, -2.1331], [0.9982, 1.3274, 1.8298], [1.0028, 0.1225, 1.0167], [-0.1842, -0.7747, 1.3312], [-0.2425, -1.8874, 0.3860], [1.7682, 1.9283, 1.5949], [1.0708, 1.1137, 2.8176], [1.9116, -0.5003, 1.0398], [0.9066, 0.4636, -0.0115], [-0.1314, -1.1271, 2.3691], [-1.0800, -0.1609, 1.2442], [0.4561, -2.5833, 0.6101], [-1.1383, -2.3490, 0.4467]],
  "forces_ev_per_angstrom": [[0.14, 0.00, -0.03], [0.02, -0.21, -0.16], [-0.09, 0.33, 0.10], [-0.35, -0.03, 0.07], [0.15, 0.02, -0.05], [0.09, -0.13, 0.02], [-0.12, -0.38, 0.45], [-0.07, -0.09, -0.36], [0.08, 0.23, 0.07], [-0.08, 0.08, -0.18], [0.19, 0.20, -0.09], [0.05, -0.02, 0.00], [0.12, 0.18, 0.25], [-0.06, -0.15, -0.11], [0.04, 0.14, 0.11], [-0.12, -0.09, -0.08], [0.08, -0.02, 0.01], [-0.08, -0.06, -0.01]],
  "homo_lumo_gap_ev": 10.161,
  "energy_ha": -360.407352,
  "relative_energy_kcal_mol": 18.9,
  "lumo_ev": 1.03
}


{
  "formula": "C25H30ClF3O3P",
  "method": "ωB97M-V/def2-TZVPD",
  "species": ["C", "C", "O", "P", "O", "C", "C", "C", "Cl", "O", "C", "C", "H", "H", "H", "H", "H", "H", "H", "H", "H", "H", "H", "H", "H", "H", "H", "F", "C", "C", "C", "C", "C", "C", "H", "H", "H", "H", "H", "F", "C", "C", "C", "C", "C", "C", "H", "H", "H", "H", "H", "F", "C", "C", "C", "C", "C", "C", "H", "H", "H", "H", "H"],
  "positions_angstrom": [[2.3264, -1.0385, 4.4675], [1.5954, 0.1444, 3.8632], [2.5713, 0.9460, 3.1710], [2.0354, 2.0965, 2.1758], [2.2677, 1.6998, 0.7738], [0.3148, 2.4666, 2.4989], [0.0011, 3.4477, 3.6800], [-0.9442, 2.9646, 4.7723], [-2.3604, 2.0884, 3.9366], [2.8853, 3.4198, 2.5189], [3.9663, 3.3423, 3.4540], [3.5252, 3.5694, 4.8890], [2.9619, -0.7233, 5.2922], [2.9539, -1.4798, 3.6953], [1.6017, -1.7776, 4.8001], [1.0902, 0.7354, 4.6257], [0.8371, -0.2318, 3.1785], [-0.2455, 1.5425, 2.5945], [0.0005, 2.9207, 1.5581], [-0.3359, 4.3987, 3.2619], [0.9321, 3.6598, 4.2090], [-0.4201, 2.1612, 5.3086], [4.5311, 2.4175, 3.3597], [4.6464, 4.1486, 3.1765], [4.3904, 3.4414, 5.5378], [2.7691, 2.8392, 5.1700], [3.1090, 4.5681, 4.9859], [-1.7716, -0.3620, 2.0825], [-2.2208, -0.0511, 0.8536], [-2.2506, -1.0474, -0.1006], [-2.7082, -0.7455, -1.3748], [-3.1211, 0.5422, -1.6814], [-3.0750, 1.5301, -0.7036], [-2.6266, 1.2437, 0.5780], [-1.9138, -2.0419, 0.1573], [-2.7389, -1.5184, -2.1312], [-3.4663, 0.7614, -2.6837], [-3.3865, 2.5390, -0.9415], [-2.5860, 2.0022, 1.3514], [-0.5977, -2.7655, -1.8949], [0.3357, -3.6964, -1.6209], [1.6308, -3.2834, -1.3813], [2.5889, -4.2433, -1.0930], [2.2458, -5.5885, -1.0554], [0.9365, -5.9766, -1.3022], [-0.0337, -5.0257, -1.5841], [1.8744, -2.2297, -1.4166], [3.6069, -3.9370, -0.8941], [2.9984, -6.3326, -0.8313], [0.6666, -7.0239, -1.2747], [-1.0622, -5.3035, -1.7715], [-4.1382, 0.2196, -4.5611], [-3.3320, 0.0583, -5.6301], [-3.6801, 0.6508, -6.8265], [-2.8416, 0.4829, -7.9187], [-1.6825, -0.2717, -7.8017], [-1.3571, -0.8581, -6.5862], [-2.1832, -0.6926, -5.4849], [-4.5907, 1.2305, -6.8945], [-3.0949, 0.9449, -8.8635], [-1.0325, -0.4006, -8.6568], [-0.4547, -1.4468, -6.4917], [-1.9435, -1.1312, -4.5251]],
  "forces_ev_per_angstrom": [[0.00, 0.31, -0.26], [0.21, -0.50, 0.25], [-0.35, 0.52, 0.44], [-0.34, -0.24, -1.46], [0.08, -0.08, -0.05], [0.33, 0.82, 0.20], [-0.17, -0.59, 0.27], [0.45, 0.49, 0.17], [-0.23, 0.01, 0.18], [0.17, -0.63, 0.73], [0.35, 0.66, 0.16], [-0.04, -0.30, -0.43], [0.03, -0.07, 0.12], [0.04, -0.14, 0.00], [0.01, -0.06, 0.17], [-0.05, 0.12, 0.00], [0.00, 0.13, -0.21], [-0.07, -0.10, 0.02], [-0.01, -0.11, -0.16], [-0.02, 0.01, -0.17], [0.00, 0.20, 0.05], [-0.21, -0.27, -0.06], [-0.19, -0.21, -0.12], [0.02, 0.03, -0.13], [0.03, 0.13, 0.15], [-0.05, -0.01, 0.12], [-0.04, 0.06, 0.18], [0.04, -0.13, -0.08], [-0.05, 0.10, -0.15], [-0.02, -0.13, 0.04], [-0.06, 0.13, 0.04], [0.00, 0.05, -0.06], [0.03, -0.13, -0.03], [0.01, 0.13, 0.03], [0.01, 0.01, 0.03], [0.00, -0.03, 0.01], [0.05, 0.10, 0.29], [-0.01, 0.02, 0.02], [0.03, -0.14, 0.03], [0.03, -0.12, -0.12], [0.13, -0.04, 0.04], [0.06, 0.14, 0.00], [-0.05, -0.07, -0.02], [0.03, -0.02, 0.00], [0.06, 0.04, 0.01], [-0.12, -0.05, -0.03], [-0.04, 0.01, 0.04], [0.01, 0.02, 0.00], [0.00, -0.01, 0.00], [-0.02, -0.01, 0.01], [0.00, 0.02, -0.01], [-0.13, -0.06, -0.30], [0.10, -0.03, -0.04], [-0.12, 0.07, -0.03], [0.05, -0.05, 0.03], [0.02, 0.00, -0.04], [-0.04, 0.03, -0.05], [0.05, -0.08, 0.11], [0.00, 0.01, 0.03], [-0.02, 0.00, -0.01], [0.01, 0.00, 0.00], [0.02, 0.01, 0.02], [-0.01, 0.02, 0.01]],
  "homo_lumo_gap_ev": 4.440,
  "energy_ha": -2297.535689,
  "relative_energy_kcal_mol": 7.9,
  "total_charge": -1,
  "lumo_ev": 2.31
}


{
  "formula": "C32H36BINO8",
  "method": "ωB97M-V/def2-TZVPD",
  "species": ["C", "C", "I", "C", "B", "C", "C", "C", "C", "C", "N", "H", "H", "H", "H", "H", "H", "H", "H", "H", "H", "H", "H", "H", "H", "H", "H", "H", "H", "H", "H", "C", "C", "C", "O", "C", "C", "C", "O", "H", "H", "H", "H", "C", "C", "C", "O", "C", "C", "C", "O", "H", "H", "H", "H", "C", "C", "C", "O", "C", "C", "C", "O", "H", "H", "H", "H", "C", "C", "C", "O", "C", "C", "C", "O", "H", "H", "H", "H"],
  "positions_angstrom": [[1.1857, 0.2957, -1.5816], [0.2284, -0.7945, -2.0663], [-1.8138, -0.1256, -1.4921], [0.3426, -1.0820, -3.5529], [1.4630, -2.3025, -3.8230], [2.8413, -1.7543, -4.5801], [4.1930, -2.0107, -3.8437], [5.1766, -2.9789, -4.5586], [5.3059, -4.3661, -3.8957], [3.9564, -5.0387, -3.6010], [4.0694, -6.0923, -2.5665], [1.1305, 1.1818, -2.2323], [2.2122, -0.1117, -1.6114], [0.9770, 0.6013, -0.5440], [0.3944, -1.7087, -1.4835], [-0.6368, -1.3846, -3.9520], [0.6413, -0.1408, -4.0481], [0.9071, -3.1541, -4.5245], [1.7526, -2.8233, -2.7366], [2.7425, -0.6630, -4.7342], [2.9178, -2.1870, -5.5947], [4.7232, -1.0510, -3.7016], [3.9806, -2.3823, -2.8264], [6.1800, -2.5193, -4.5869], [4.8518, -3.1219, -5.6029], [5.8981, -4.3192, -2.9652], [5.8703, -5.0304, -4.5795], [3.5666, -5.4661, -4.5440], [3.2158, -4.2977, -3.2732], [3.2391, -6.1104, -1.9796], [4.1745, -7.0106, -2.9882], [-2.0956, -3.3698, 3.8339], [-2.3507, -4.6519, 3.5838], [-2.5078, -5.1447, 2.1867], [-2.7424, -6.3156, 1.9646], [-2.3578, -4.1538, 1.0926], [-2.1083, -2.8708, 1.3460], [-1.9596, -2.3840, 2.7288], [-1.7359, -1.2089, 2.9409], [-1.9798, -2.9811, 4.8384], [-2.4559, -5.3924, 4.3669], [-2.4547, -4.5340, 0.0833], [-1.9685, -2.1359, 0.5671], [-0.2549, 3.1402, 6.1880], [-1.5155, 3.5554, 6.2626], [-2.6372, 2.7032, 5.7920], [-3.7884, 3.0853, 5.8700], [-2.2972, 1.3746, 5.2292], [-1.0352, 0.9604, 5.1532], [0.0841, 1.8062, 5.6307], [1.2385, 1.4324, 5.5577], [0.5789, 3.7492, 6.5146], [-1.7854, 4.5274, 6.6557], [-3.1256, 0.7703, 4.8818], [-0.7745, -0.0047, 4.7394], [-3.5900, 5.2116, 1.1630], [-4.0476, 3.9640, 1.0965], [-3.9926, 3.1929, -0.1732], [-4.4011, 2.0559, -0.2434], [-3.3907, 3.8617, -1.3572], [-2.9308, 5.1092, -1.2870], [-2.9963, 5.8823, -0.0223], [-2.5748, 7.0195, 0.0476], [-3.6218, 5.7953, 2.0759], [-4.4786, 3.4550, 1.9511], [-3.3449, 3.2673, -2.2610], [-2.4863, 5.6166, -2.1337], [0.7919, 3.1950, 1.6807], [1.2614, 3.1602, 0.4358], [0.3815, 3.4368, -0.7305], [0.8158, 3.4309, -1.8619], [-1.0480, 3.7335, -0.4524], [-1.5153, 3.7702, 0.7929], [-0.6310, 3.5120, 1.9548], [-1.0596, 3.5521, 3.0922], [1.4120, 2.9953, 2.5461], [2.2950, 2.9337, 0.2072], [-1.6728, 3.9172, -1.3176], [-2.5525, 3.9851, 1.0216]],
  "forces_ev_per_angstrom": [[0.10, -0.13, 0.03], [0.71, 0.10, -0.17], [-0.09, 0.15, 0.04], [-0.18, -0.02, 0.27], [0.05, 0.12, -0.39], [0.11, -0.02, 0.18], [0.13, 0.28, -0.08], [-0.05, -0.09, 0.21], [0.10, -0.24, -0.14], [-0.11, -0.11, -0.18], [-0.03, 0.05, -0.04], [0.05, -0.42, 0.25], [-0.30, 0.12, -0.13], [0.08, -0.14, -0.28], [-0.50, 0.26, -0.05], [0.31, 0.09, 0.07], [-0.24, -0.22, -0.01], [0.05, -0.05, 0.12], [0.00, 0.02, 0.04], [0.05, -0.27, -0.02], [-0.02, 0.16, 0.25], [-0.16, -0.27, -0.04], [0.13, 0.07, -0.27], [-0.26, -0.23, -0.12], [0.10, 0.14, 0.26], [-0.34, 0.13, -0.20], [-0.03, 0.21, 0.29], [0.01, 0.25, 0.24], [0.24, -0.19, -0.04], [0.17, -0.04, -0.26], [-0.07, 0.20, 0.13], [-0.01, 0.00, 0.03], [0.01, 0.12, -0.05], [0.01, -0.08, -0.02], [0.01, 0.15, 0.05], [-0.03, -0.03, -0.01], [0.09, -0.34, -0.09], [-0.02, 0.15, -0.06], [-0.01, -0.09, 0.32], [0.01, 0.00, 0.00], [0.00, -0.01, -0.02], [0.00, -0.02, 0.01], [-0.06, 0.11, -0.10], [-0.06, 0.02, 0.06], [0.06, -0.04, 0.03], [-0.04, 0.04, -0.06], [0.07, -0.02, -0.01], [0.07, 0.02, 0.04], [-0.02, -0.09, 0.09], [0.10, 0.08, -0.13], [-0.14, 0.05, 0.04], [0.01, -0.03, -0.01], [-0.04, -0.01, -0.01], [0.00, 0.01, -0.03], [0.01, 0.05, -0.06], [-2.71, 1.43, 0.27], [-3.33, 0.94, 0.29], [-0.14, -0.42, -0.57], [-0.17, 0.17, 0.15], [-2.57, 0.66, -0.15], [-2.42, 1.11, -0.18], [0.10, 0.40, -0.19], [-0.16, -0.13, 0.00], [0.07, -0.07, -0.03], [0.09, -0.01, -0.01], [0.07, -0.10, 0.02], [0.11, 0.00, 0.02], [0.00, 0.02, 0.08], [0.07, -0.02, -0.02], [0.16, 0.08, 0.25], [-0.06, 0.23, 0.05], [2.53, -0.86, -0.42], [1.77, -0.97, -0.07], [0.30, -0.14, -0.32], [-0.08, 0.03, 0.07], [0.02, -0.01, 0.01], [0.02, -0.03, 0.00], [2.60, -1.04, 0.77], [3.68, -1.21, 0.02]],
  "homo_lumo_gap_ev": 5.146,
  "energy_ha": -2219.938637,
  "total_charge": -1,
  "lumo_ev": -0.15
}